81
Properties=species:S:1:pos:R:3 method="wB97M-V/def2-TZVPD" homo_lumo_gap_ev=6.86 charge=+1
C -2.869 -0.177 -0.772
C -2.208 0.560 0.334
Cl -3.267 1.551 1.268
C -0.889 0.561 0.620
Cl -0.301 1.574 1.892
C 0.114 -0.254 -0.167
C 1.491 -0.274 0.605
N 2.167 -1.486 0.036
C 1.037 -2.312 0.225
N 1.090 -3.456 0.801
N -0.131 -1.720 -0.192
H -3.824 -0.573 -0.450
H -3.010 0.528 -1.591
H -2.283 -1.014 -1.129
H 0.315 0.152 -1.156
H 2.094 0.615 0.603
H 1.190 -0.608 1.593
H 2.145 -1.387 -0.980
H 1.999 -3.828 1.035
H 0.262 -3.965 1.072
H -0.399 -2.001 -1.135
C 0.770 -5.450 -2.228
C 1.756 -6.273 -2.576
C 2.596 -6.000 -3.773
O 3.494 -6.745 -4.077
C 2.289 -4.779 -4.565
C 1.301 -3.960 -4.212
C 0.474 -4.231 -3.015
O -0.425 -3.475 -2.683
H 0.141 -5.631 -1.365
H 1.995 -7.169 -2.017
H 2.911 -4.601 -5.433
H 1.059 -3.067 -4.773
C 8.421 -6.189 -1.716
C 9.407 -6.007 -2.590
C 9.201 -6.239 -4.044
O 10.096 -6.071 -4.839
C 7.853 -6.684 -4.481
C 6.869 -6.870 -3.606
C 7.075 -6.633 -2.156
O 6.173 -6.789 -1.358
H 8.549 -6.024 -0.654
H 10.396 -5.683 -2.293
H 7.725 -6.848 -5.544
H 5.880 -7.193 -3.903
C -3.071 4.046 -4.006
C -2.234 5.018 -4.360
C -1.071 5.383 -3.510
O -0.308 6.264 -3.829
C -0.880 4.621 -2.247
C -1.717 3.649 -1.896
C -2.875 3.286 -2.749
O -3.637 2.395 -2.425
H -3.924 3.765 -4.609
H -2.356 5.585 -5.274
H -0.030 4.907 -1.640
H -1.600 3.086 -0.976
C -0.639 4.277 4.857
C -1.136 4.838 3.760
C -1.520 6.271 3.731
O -1.972 6.777 2.729
C -1.325 7.055 4.976
C -0.828 6.494 6.075
C -0.445 5.060 6.103
O 0.009 4.545 7.101
H -0.357 3.232 4.901
H -1.291 4.284 2.843
H -1.611 8.098 4.934
H -0.679 7.046 6.994
C -5.876 3.562 5.756
C -6.943 2.767 5.733
C -7.421 2.154 4.467
O -8.390 1.430 4.444
C -6.662 2.463 3.227
C -5.598 3.259 3.252
C -5.118 3.869 4.518
O -4.141 4.587 4.537
H -5.510 4.018 6.667
H -7.509 2.529 6.624
H -7.027 2.006 2.316
H -5.031 3.501 2.362

89
Properties=species:S:1:pos:R:3 method="wB97M-V/def2-TZVPD" e_above_lowest_kj_mol=0.0 homo_lumo_gap_ev=6.77 charge=+3
W -0.579 -0.097 0.174
C 2.248 1.436 -0.163
N 1.742 0.057 0.086
C 2.185 -0.800 -1.044
C 1.340 -0.391 -2.217
N -0.038 -0.255 -1.693
C -1.041 -0.414 -2.712
C -1.877 0.632 -3.104
F -1.742 1.838 -2.554
C -2.840 0.468 -4.081
F -3.639 1.472 -4.394
C -2.952 -0.748 -4.743
F -3.874 -0.912 -5.661
C -2.075 -1.781 -4.443
F -2.139 -2.920 -5.098
C -1.127 -1.602 -3.450
F -0.255 -2.587 -3.224
C 2.332 -0.402 1.371
C 1.454 0.145 2.476
N 0.077 0.068 1.968
C -0.973 0.382 2.894
C -1.730 -0.622 3.502
F -1.522 -1.895 3.171
C -2.706 -0.329 4.434
F -3.428 -1.294 4.963
C -2.933 0.995 4.795
F -3.866 1.283 5.664
C -2.163 2.014 4.240
F -2.354 3.266 4.601
C -1.189 1.698 3.315
F -0.404 2.671 2.849
H 3.310 1.377 -0.404
H 2.129 2.025 0.741
H 1.717 1.901 -0.985
H 2.000 -1.840 -0.784
H 3.253 -0.669 -1.229
H 1.380 -1.138 -3.006
H 1.643 0.563 -2.653
H 3.364 -0.057 1.455
H 2.349 -1.488 1.368
H 1.682 1.183 2.731
H 1.544 -0.437 3.395
C -7.695 -1.468 -3.410
C -6.616 -1.124 -2.436
C -5.381 -1.782 -2.466
C -4.377 -1.465 -1.576
C -4.629 -0.471 -0.625
C -5.865 0.191 -0.548
C -6.838 -0.139 -1.465
S -3.441 -0.020 0.500
O -3.981 0.502 1.704
O -2.387 -1.136 0.587
N -2.284 0.948 -0.114
C -1.972 2.294 0.065
C -2.802 3.380 0.204
C -2.175 4.613 0.314
C -0.789 4.683 0.275
C -0.047 3.524 0.158
N -0.635 2.318 0.060
H -7.432 -2.329 -4.019
H -7.883 -0.620 -4.072
H -8.630 -1.677 -2.889
H -5.211 -2.579 -3.179
H -3.452 -2.023 -1.605
H -6.055 0.926 0.222
H -7.799 0.357 -1.422
H -3.877 3.272 0.210
H -2.766 5.514 0.419
H -0.276 5.631 0.340
H 1.027 3.578 0.142
O -4.351 -6.825 -1.978
C -3.127 -6.775 -2.662
N -2.141 -6.203 -1.760
C -2.040 -4.880 -1.598
O -2.628 -4.049 -2.277
C -1.129 -4.369 -0.497
C -0.555 -5.072 0.554
C 0.176 -4.369 1.510
C 0.290 -2.999 1.420
N -0.238 -2.310 0.387
C -0.894 -3.011 -0.543
H -4.880 -7.563 -2.300
H -3.180 -6.131 -3.539
H -2.773 -7.764 -2.954
H -1.706 -6.828 -1.102
H -0.680 -6.140 0.677
H 0.620 -4.877 2.354
H 0.760 -2.438 2.211
H -1.384 -2.462 -1.326

72
Properties=species:S:1:pos:R:3 method="wB97M-V/def2-TZVPD" e_above_lowest_kj_mol=12.1 homo_lumo_gap_ev=6.90 charge=0
Li -0.082 -1.190 0.697
C -2.330 1.907 0.351
C -2.325 0.989 -0.916
P -2.829 -0.877 -0.667
C -2.270 -1.599 -2.255
C -2.916 -1.148 -3.411
C -2.407 -1.483 -4.651
C -1.281 -2.284 -4.755
C -0.608 -2.670 -3.599
C -1.047 -2.296 -2.327
C -4.593 -0.621 -0.955
C -5.342 -1.625 -1.599
C -6.636 -1.323 -2.015
C -7.224 -0.092 -1.752
C -6.521 0.843 -1.010
C -5.196 0.630 -0.610
C -0.899 2.298 0.804
P -0.352 1.196 2.198
C -0.815 2.524 3.398
C -1.953 2.403 4.163
C -2.201 3.282 5.217
C -1.392 4.375 5.436
C -0.354 4.611 4.519
C -0.070 3.716 3.456
C 1.454 1.333 2.053
C 2.004 0.970 0.757
C 3.550 0.806 0.760
C 4.284 1.125 2.004
C 3.646 1.566 3.137
C 2.245 1.612 3.184
H -2.825 1.321 1.135
H -2.969 2.810 0.164
H -1.311 0.907 -1.366
H -2.951 1.460 -1.723
H -3.896 -0.637 -3.345
H -2.885 -1.132 -5.585
H -0.877 -2.722 -5.684
H 0.271 -3.271 -3.641
H -0.531 -2.576 -1.415
H -4.843 -2.586 -1.841
H -7.198 -2.083 -2.529
H -8.198 0.145 -2.116
H -6.960 1.838 -0.749
H -4.581 1.418 -0.118
H -0.852 3.366 0.968
H -0.277 2.105 -0.078
H -2.725 1.686 3.847
H -3.015 3.075 5.916
H -1.552 4.999 6.303
H 0.187 5.508 4.605
H 0.634 3.917 2.606
H 1.699 1.498 -0.124
H 4.025 1.370 -0.038
H 5.348 0.942 2.053
H 4.268 1.861 3.965
H 1.684 1.832 4.060
F 6.670 -5.707 -1.965
C 6.877 -4.385 -2.254
F 8.167 -4.148 -1.955
F 6.791 -4.305 -3.614
C 5.953 -3.516 -1.436
C 4.592 -3.773 -1.378
C 3.729 -2.851 -0.790
C 4.229 -1.688 -0.182
C 5.610 -1.508 -0.169
C 6.474 -2.382 -0.807
C 3.323 -0.650 0.353
C 1.978 -0.515 0.384
H 4.182 -4.690 -1.794
H 2.657 -2.995 -0.811
H 6.024 -0.660 0.336
H 7.533 -2.255 -0.802

84
Properties=species:S:1:pos:R:3 method="wB97M-V/def2-TZVPD" e_above_lowest_kj_mol=261.3 smiles="O=[N+]([O-])c1ccccc1.O=[N+]([O-])c1ccccc1.O=[N+]([O-])c1ccccc1.O=[N+]([O-])c1ccccc1.O=[N+]([O-])c1ccccc1.O=[N+]([O-])c1ccccc1" homo_lumo_gap_ev=8.61 charge=0
O -0.537 -0.749 -1.878
N -0.819 -0.274 -0.725
O -1.695 0.559 -0.594
C -0.021 -0.769 0.396
C 0.991 -1.756 0.223
C 1.777 -2.105 1.331
C 1.496 -1.563 2.599
C 0.657 -0.468 2.725
C -0.154 -0.133 1.635
H 1.295 -2.053 -0.770
H 2.517 -2.888 1.249
H 1.774 -2.129 3.475
H 0.436 0.054 3.644
H -0.844 0.693 1.726
O -8.295 3.694 -4.192
N -8.206 2.455 -4.046
O -9.188 1.781 -4.435
C -7.022 1.895 -3.438
C -6.033 2.685 -2.857
C -4.936 2.107 -2.145
C -4.850 0.720 -2.093
C -5.835 -0.052 -2.662
C -6.969 0.510 -3.245
H -6.115 3.753 -2.720
H -4.137 2.650 -1.661
H -4.048 0.221 -1.569
H -5.790 -1.127 -2.569
H -7.805 -0.067 -3.610
O 5.061 -6.266 6.693
N 4.490 -7.185 6.109
O 4.376 -8.324 6.545
C 3.921 -6.925 4.736
C 4.188 -5.708 4.086
C 3.593 -5.353 2.876
C 2.559 -6.205 2.414
C 2.197 -7.359 3.093
C 2.957 -7.766 4.268
H 4.951 -5.029 4.437
H 4.025 -4.613 2.218
H 2.112 -6.031 1.446
H 1.240 -7.791 2.840
H 2.776 -8.683 4.809
O -0.037 2.760 -0.189
N 0.055 3.929 -0.573
O 1.084 4.572 -0.325
C -1.039 4.466 -1.372
C -1.461 5.762 -1.077
C -2.382 6.339 -1.963
C -2.919 5.607 -3.078
C -2.640 4.301 -3.270
C -1.701 3.653 -2.385
H -0.960 6.315 -0.296
H -2.715 7.353 -1.795
H -3.502 6.132 -3.821
H -3.095 3.847 -4.139
H -1.511 2.593 -2.464
O 3.606 -3.414 -1.273
N 4.754 -3.813 -1.085
O 5.132 -4.485 -0.091
C 5.750 -3.777 -2.152
C 5.495 -3.027 -3.282
C 6.419 -2.958 -4.327
C 7.678 -3.530 -4.150
C 8.000 -4.275 -3.071
C 7.020 -4.356 -2.041
H 4.532 -2.558 -3.425
H 6.081 -2.384 -5.177
H 8.402 -3.413 -4.943
H 8.929 -4.794 -2.889
H 7.272 -5.041 -1.244
O -1.029 2.376 3.779
N -0.935 3.618 3.857
O -0.056 4.121 4.509
C -1.816 4.451 3.054
C -2.635 3.866 2.092
C -3.457 4.753 1.321
C -3.395 6.167 1.442
C -2.601 6.683 2.379
C -1.739 5.844 3.141
H -2.682 2.803 1.905
H -4.186 4.283 0.678
H -4.087 6.801 0.908
H -2.561 7.752 2.522
H -1.162 6.271 3.949

84
Properties=species:S:1:pos:R:3 method="wB97M-V/def2-TZVPD" e_above_lowest_kj_mol=158.5 smiles="O=[N+]([O-])c1ccccc1.O=[N+]([O-])c1ccccc1.O=[N+]([O-])c1ccccc1.O=[N+]([O-])c1ccccc1.O=[N+]([O-])c1ccccc1.O=[N+]([O-])c1ccccc1" homo_lumo_gap_ev=9.15 charge=0
O -2.123 1.109 -9.268
N -1.366 1.451 -8.408
O -0.312 1.996 -8.599
C -1.670 1.135 -6.980
C -1.134 1.996 -6.084
C -1.362 1.734 -4.702
C -2.074 0.620 -4.414
C -2.602 -0.220 -5.411
C -2.390 0.044 -6.733
H -0.617 2.837 -6.512
H -1.090 2.426 -3.955
H -2.396 0.339 -3.396
H -3.173 -1.061 -5.067
H -2.851 -0.421 -7.542
O 0.345 -1.238 -2.481
N 1.397 -0.653 -2.657
O 2.090 -0.234 -1.753
C 1.753 -0.367 -4.099
C 1.052 -1.007 -5.049
C 1.264 -0.718 -6.400
C 2.325 0.182 -6.574
C 3.194 0.733 -5.588
C 2.805 0.504 -4.288
H 0.370 -1.753 -4.780
H 0.740 -1.276 -7.196
H 2.581 0.586 -7.557
H 3.881 1.521 -5.855
H 3.266 0.784 -3.362
O -3.760 -0.138 7.295
N -3.162 0.102 6.283
O -2.445 -0.650 5.651
C -3.300 1.467 5.767
C -2.549 1.772 4.671
C -2.733 3.005 4.100
C -3.698 3.852 4.603
C -4.477 3.511 5.714
C -4.250 2.283 6.332
H -1.853 1.048 4.180
H -2.264 3.193 3.104
H -3.987 4.772 4.121
H -5.275 4.164 6.039
H -4.743 1.950 7.237
O 1.124 -1.938 6.455
N 1.627 -0.872 6.227
O 2.657 -0.657 5.600
C 0.965 0.301 6.798
C 0.113 0.157 7.844
C -0.462 1.322 8.374
C -0.312 2.559 7.681
C 0.450 2.636 6.583
C 1.152 1.487 6.147
H -0.112 -0.798 8.308
H -0.969 1.275 9.312
H -0.761 3.499 8.046
H 0.402 3.561 5.973
H 1.711 1.490 5.268
O 1.598 -5.525 -4.280
N 1.772 -5.427 -3.095
O 1.155 -5.970 -2.262
C 2.769 -4.444 -2.752
C 3.435 -3.840 -3.749
C 4.394 -2.878 -3.435
C 4.441 -2.405 -2.136
C 3.630 -2.925 -1.170
C 2.860 -4.014 -1.448
H 3.271 -4.093 -4.822
H 5.048 -2.398 -4.205
H 5.000 -1.555 -1.850
H 3.598 -2.550 -0.197
H 2.259 -4.416 -0.609
O -0.646 1.548 -1.227
N -1.356 0.764 -0.622
O -2.430 0.376 -1.047
C -0.846 0.262 0.681
C 0.528 0.357 0.815
C 1.139 -0.330 1.824
C 0.358 -1.161 2.647
C -1.006 -1.092 2.569
C -1.672 -0.381 1.518
H 1.095 0.815 0.026
H 2.213 -0.304 1.822
H 0.825 -1.781 3.392
H -1.646 -1.638 3.240
H -2.777 -0.398 1.373

80
Properties=species:S:1:pos:R:3 method="wB97M-V/def2-TZVPD" e_above_lowest_kj_mol=0.0 homo_lumo_gap_ev=5.29 charge=-2
Na -0.107 0.532 -0.155
C 4.426 -0.189 -0.628
C 2.930 -0.232 -0.877
N 2.092 -0.004 0.080
N 2.690 0.285 1.310
C 1.911 0.493 2.315
S 0.214 0.409 2.583
S 2.764 1.025 3.808
C 4.414 1.456 3.217
C 4.559 2.834 2.609
C 5.771 3.510 2.743
C 5.958 4.764 2.179
C 4.926 5.365 1.470
C 3.714 4.703 1.336
C 3.531 3.448 1.900
C 2.500 -0.531 -2.273
C 3.518 -0.803 -3.204
C 3.310 -1.097 -4.539
C 1.997 -1.122 -5.010
C 0.961 -0.862 -4.151
C 1.131 -0.559 -2.758
O 0.090 -0.360 -2.059
H 4.621 0.069 0.404
H 4.893 0.558 -1.272
H 4.886 -1.155 -0.849
H 4.716 0.693 2.499
H 5.071 1.374 4.087
H 6.578 3.046 3.303
H 6.907 5.274 2.300
H 5.064 6.345 1.030
H 2.887 5.147 0.795
H 2.576 2.958 1.775
H 4.545 -0.784 -2.870
H 4.150 -1.294 -5.194
H 1.789 -1.342 -6.053
H -0.066 -0.864 -4.501
S -1.680 7.659 2.000
C -0.826 6.315 1.453
S -0.961 5.790 -0.196
C 0.089 4.416 0.100
N 0.500 4.388 1.333
N -0.011 5.446 2.079
C 0.394 5.411 3.449
C 0.412 6.546 4.252
C 0.841 6.444 5.569
C 1.253 5.228 6.092
C 1.239 4.103 5.278
C 0.817 4.185 3.963
S 0.502 3.286 -1.105
H 0.100 7.495 3.851
H 0.854 7.336 6.184
H 1.585 5.157 7.120
H 1.560 3.140 5.654
H 0.810 3.303 3.338
C -6.824 0.813 -0.301
C -5.326 0.726 -0.198
C -4.706 -0.202 0.627
C -3.320 -0.230 0.698
N -2.544 0.590 0.003
C -3.131 1.483 -0.793
C -4.507 1.586 -0.920
H -7.304 0.009 0.257
H -7.149 0.750 -1.341
H -7.184 1.764 0.097
H -5.292 -0.898 1.216
H -2.803 -0.934 1.342
H -2.463 2.140 -1.341
H -4.929 2.337 -1.577
N 0.073 -7.582 0.237
C 0.026 -6.433 0.242
C -0.043 -4.993 0.255
C -0.494 -4.303 -0.864
C -0.548 -2.917 -0.798
N -0.205 -2.232 0.291
C 0.230 -2.900 1.354
C 0.337 -4.283 1.388
H -0.784 -4.827 -1.764
H -0.841 -2.309 -1.647
H 0.496 -2.280 2.206
H 0.704 -4.792 2.268

Values for LUMO energy, eV, ordered as above
-4.649 -10.128 0.085 -1.178 -0.619 3.467